Entry 1:
108
Properties=species:S:1:pos:R:3:forces:R:3:mulliken_charge:R:1 method="wB97M-V/def2-TZVPD" energy_ev=-81183.545 max_force_ev_per_a=3.9 homo_energy_ev=-8.99 gap_ev=9.58 e_above_lowest_kj_mol=153.4 smiles=Fc1ccccc1.Fc1ccccc1.Fc1ccccc1.Fc1ccccc1.Fc1ccccc1.Fc1ccccc1.Fc1ccccc1.Fc1ccccc1.Fc1ccccc1
F -3.178 -2.175 2.832 -0.4005 -0.8961 0.2633 -0.32
C -2.985 -0.886 2.550 0.3495 -0.1881 -0.3656 -0.03
C -1.925 -0.269 3.130 -0.1263 0.4042 0.5197 -0.16
C -1.741 1.085 2.822 0.5780 -0.2505 0.4497 -0.61
C -2.513 1.742 1.858 -0.1174 -1.5042 0.7253 -0.59
C -3.519 1.018 1.232 0.4177 -0.3542 -0.4179 -0.25
C -3.747 -0.293 1.594 -1.5195 -0.2322 -0.8992 -0.53
H -1.376 -0.926 3.820 0.1287 0.9682 -0.1117 0.68
H -0.937 1.573 3.366 -0.1317 0.3088 -0.3649 0.12
H -2.359 2.749 1.597 0.3960 1.1105 -0.1798 0.75
H -4.024 1.354 0.336 -0.2506 0.5325 0.2302 0.43
H -4.544 -0.870 1.114 0.3633 0.1742 0.1121 0.44
F 1.649 -3.687 1.316 -0.2487 0.4225 0.0297 -0.28
C 0.502 -4.418 1.294 0.8081 -0.4543 0.4415 0.45
C -0.586 -4.046 2.048 -0.5643 0.6645 0.1469 0.24
C -1.695 -4.904 2.057 0.0827 1.1157 -0.2838 -0.72
C -1.668 -6.056 1.300 -0.9975 0.3194 1.0711 -0.63
C -0.549 -6.396 0.613 0.7778 -1.9931 -0.8973 -0.26
C 0.582 -5.616 0.621 -0.6028 0.6128 -0.0642 -0.68
H -0.601 -3.063 2.548 0.0091 -0.6668 -0.1904 0.29
H -2.612 -4.585 2.546 0.2739 -0.1377 0.1337 0.42
H -2.529 -6.698 1.329 -0.1830 -0.2422 -0.1807 0.41
H -0.533 -7.385 0.129 0.0875 0.6268 -0.0130 0.31
H 1.468 -5.853 0.084 0.5385 -0.2798 -0.2571 0.47
F 0.839 -0.604 2.672 -0.1363 -0.1167 -0.1571 0.35
C 1.214 -0.837 3.942 1.1673 0.3456 0.0110 1.22
C 1.188 0.201 4.856 -0.6809 -0.3531 0.0090 -0.57
C 1.565 -0.084 6.141 0.5846 1.3493 1.0272 -0.59
C 2.006 -1.323 6.493 1.1383 -0.2797 1.5095 -0.64
C 2.124 -2.312 5.567 -0.0111 -1.5200 -0.4693 -0.71
C 1.768 -2.072 4.243 -1.4628 0.5658 0.9816 -0.44
H 0.746 1.154 4.688 0.0028 0.5706 -0.6837 0.37
H 1.651 0.716 6.890 -0.4649 -0.3081 -0.4161 0.33
H 2.380 -1.518 7.502 -0.3576 0.1395 -0.2472 0.33
H 2.430 -3.305 5.934 -0.0516 0.4718 -0.6148 0.37
H 1.541 -2.838 3.556 0.6249 -0.9450 -0.8493 0.07
F 0.850 -1.552 -9.570 0.0831 -0.1218 0.0347 -0.32
C 1.252 -1.909 -8.328 1.0174 0.2417 -0.6681 0.53
C 0.403 -1.674 -7.290 -0.7250 1.0406 -0.9251 -0.64
C 0.806 -1.959 -6.015 -0.5857 -0.7017 1.3763 0.00
C 2.000 -2.593 -5.790 1.5403 -0.1614 -1.1554 -0.73
C 2.903 -2.751 -6.890 -0.1062 -0.4126 2.1603 -0.24
C 2.559 -2.377 -8.154 -0.9565 0.0726 -0.4560 -0.60
H -0.511 -1.131 -7.529 0.0237 -0.3618 0.2371 0.39
H 0.120 -1.780 -5.191 0.1350 0.0639 -0.0501 0.43
H 2.327 -2.949 -4.821 -0.1982 0.2490 0.0323 0.42
H 3.880 -3.180 -6.650 -0.2701 0.1657 -0.3470 0.33
H 3.236 -2.458 -8.987 0.0377 -0.0422 -0.1875 0.43
F 4.262 4.278 2.879 0.8919 0.8418 1.3732 -0.34
C 3.319 3.815 2.092 0.0847 -0.1012 -1.2507 0.19
C 2.813 4.621 1.103 -0.4135 0.2999 -0.4872 -0.87
C 1.991 4.046 0.146 -0.4490 0.0282 -0.2427 -0.41
C 1.692 2.698 0.181 0.0981 0.1817 0.1294 -0.56
C 2.246 1.945 1.203 -1.3833 -1.6725 -1.2111 0.11
C 3.049 2.471 2.138 0.9029 0.5456 1.3486 -0.27
H 3.044 5.668 0.973 0.2888 0.0448 0.4438 0.43
H 1.588 4.683 -0.630 -0.0077 -0.0186 -0.1216 0.52
H 1.076 2.206 -0.554 -0.0786 0.1093 -0.1198 0.33
H 2.027 0.886 1.232 0.0239 -0.0507 -0.0146 0.33
H 3.532 1.874 2.893 0.0778 -0.2085 0.1842 0.55
F -3.176 2.692 -1.859 -0.2636 0.4050 0.3751 -0.05
C -3.077 3.932 -1.302 -0.0986 0.5943 -0.1911 0.21
C -4.158 4.818 -1.375 -0.2232 -1.0824 -1.0263 -0.64
C -4.036 6.127 -0.943 0.6117 0.0750 1.3126 -0.39
C -2.814 6.530 -0.329 -1.0208 -0.2657 -0.4690 -0.61
C -1.741 5.632 -0.296 -0.3636 0.2463 0.6185 -0.22
C -1.879 4.300 -0.747 0.1022 1.1000 0.1053 0.09
H -5.039 4.386 -1.870 0.1437 0.5774 0.3503 0.40
H -4.898 6.809 -0.903 0.4689 -0.4388 -0.3110 0.34
H -2.817 7.524 0.162 0.4977 -0.7514 -0.5360 0.34
H -0.822 5.982 0.184 -0.1770 -0.4088 -0.2306 0.41
H -1.081 3.586 -0.681 0.3705 -0.1551 0.0058 0.14
F -5.724 -1.488 -0.942 0.5944 -0.5103 0.6291 -0.35
C -5.797 -0.721 -2.034 -0.5935 -0.4012 0.4138 0.35
C -7.010 -0.187 -2.296 -1.7010 1.3619 -0.7831 -0.38
C -7.129 0.627 -3.431 0.9140 -1.1573 0.3297 -0.54
C -6.030 0.817 -4.271 -0.7337 1.1023 -0.8478 -0.50
C -4.806 0.257 -3.976 -0.7204 -0.6234 0.6079 -0.45
C -4.729 -0.547 -2.850 1.7641 0.2239 0.0695 -0.22
H -7.881 -0.346 -1.648 0.5346 -0.0811 -0.2280 0.41
H -8.100 0.962 -3.690 -0.6381 0.6353 -0.2606 0.44
H -6.151 1.456 -5.167 0.0961 -0.5110 0.5819 0.33
H -3.950 0.345 -4.605 0.3951 0.2911 -0.3415 0.48
H -3.778 -0.939 -2.521 0.1395 -0.3013 -0.1328 0.44
F 2.859 -1.102 -2.403 0.7210 0.0141 -0.0872 -0.40
C 1.691 -0.619 -1.986 -1.7342 -1.1039 0.2599 0.33
C 1.034 0.327 -2.746 1.5476 1.1908 -0.4714 -0.44
C -0.193 0.823 -2.370 -1.3582 -0.5006 -0.0825 -0.98
C -0.850 0.262 -1.261 1.6329 -0.5528 -0.7635 -0.52
C -0.206 -0.765 -0.552 -0.7206 0.3424 0.0676 0.10
C 1.031 -1.273 -0.938 0.7692 0.2774 0.3135 -0.17
H 1.590 0.801 -3.572 -0.3880 -0.4630 0.2760 0.39
H -0.700 1.518 -3.057 0.2451 -0.1302 0.6441 0.39
H -1.846 0.509 -1.005 -0.7337 0.5193 0.2918 0.66
H -0.763 -1.139 0.308 0.3790 -0.3013 -0.1788 0.21
H 1.529 -2.119 -0.422 -0.4494 0.7440 -0.3173 0.37
F 8.091 1.402 2.915 0.9238 0.4095 -0.0277 -0.36
C 7.008 0.630 2.886 0.8420 0.3299 1.0047 0.51
C 6.570 0.164 1.691 0.5557 0.0297 -0.9810 -0.65
C 5.434 -0.578 1.682 -0.6978 -0.5403 -0.7294 -0.40
C 4.725 -0.815 2.830 -1.0367 -0.5547 -1.5674 -0.59
C 5.221 -0.328 3.979 -1.5258 -0.9189 3.4250 0.35
C 6.410 0.312 4.083 0.5632 0.7562 -0.1197 -0.79
H 7.117 0.287 0.766 0.1343 0.3972 0.1545 0.44
H 5.108 -0.954 0.741 -0.3784 -0.3495 -0.5391 0.47
H 3.799 -1.370 2.783 0.0057 0.0197 0.1301 0.40
H 4.656 -0.519 4.916 0.3882 0.0534 -0.6140 0.16
H 6.811 0.545 5.059 0.1635 0.3946 -0.2116 0.45

---

Entry 2:
109
Properties=species:S:1:pos:R:3:forces:R:3:mulliken_charge:R:1 method="wB97M-V/def2-TZVPD" energy_ev=-116297.844 max_force_ev_per_a=3.6 homo_energy_ev="-17.04 / -17.04" gap_ev="4.13 / 4.13" e_above_lowest_kj_mol=209.4 charge=+4
Pd 0.993 -0.596 -0.136 -1.5757 -1.5884 1.1293 1.25
O 2.753 1.145 1.446 1.5696 3.1977 -0.3307 -0.45
S 1.610 0.356 2.089 0.4536 -1.1893 0.3300 1.52
C 2.379 -0.882 3.119 -0.3429 0.0029 -0.3210 0.94
C 2.581 -0.752 4.485 0.0307 0.2422 0.1292 -0.61
C 3.151 -1.812 5.176 -0.0542 -0.0044 0.0314 -1.05
C 3.476 -2.988 4.513 0.0264 -0.0248 -0.0034 -0.82
C 3.294 -3.101 3.139 -0.0987 0.1792 -0.0583 -0.29
C 2.756 -2.037 2.423 -0.1103 -0.0084 -0.2069 -0.99
P 2.717 -2.129 0.598 -0.2458 -0.0837 -0.9714 2.16
C 2.183 -3.803 0.195 -0.1398 0.2424 0.0806 0.37
C 0.889 -4.152 0.603 0.2000 0.0048 0.0934 -0.46
C 0.414 -5.426 0.364 -0.0595 0.0294 -0.0175 -0.74
C 1.215 -6.348 -0.306 0.0469 0.0640 -0.0370 -0.64
C 2.485 -5.991 -0.735 -0.0365 -0.1161 -0.0902 -0.76
C 2.976 -4.715 -0.498 0.0984 0.1202 0.1506 -0.49
C 4.401 -1.856 0.035 -0.1599 0.1310 0.0661 0.66
C 4.604 -1.777 -1.348 -0.0916 -0.0462 0.1193 -0.66
C 5.885 -1.628 -1.847 0.0307 0.0996 -0.0292 -0.75
C 6.961 -1.534 -0.972 -0.0244 0.0110 0.0653 -0.63
C 6.759 -1.605 0.400 0.0794 0.1006 0.0093 -0.78
C 5.480 -1.742 0.914 -0.0863 -0.1885 -0.1380 -0.50
C 0.923 1.591 3.161 -0.5422 -0.6807 -0.0169 -0.11
C 0.047 1.289 4.186 -0.1588 -0.1231 0.0233 -0.57
C -0.481 2.336 4.937 0.0567 0.0601 -0.0952 -0.93
C -0.161 3.652 4.621 -0.0402 -0.1025 0.0305 -0.92
C 0.675 3.938 3.550 -0.0451 0.0448 -0.1247 -0.45
C 1.207 2.893 2.793 0.9132 0.6776 0.0873 -0.18
P 2.190 3.140 1.309 -2.6207 -0.6838 -0.3653 1.38
C 1.078 2.627 -0.038 0.3089 0.1932 0.1265 0.37
C 1.523 1.744 -1.020 0.2165 -0.0577 -0.4076 -1.27
C 0.624 1.277 -1.977 0.1095 0.4101 -0.3491 -0.40
C -0.696 1.730 -1.974 0.0377 0.2356 0.0980 -0.32
C -1.107 2.667 -1.036 -0.0116 -0.0850 -0.0464 -1.04
C -0.228 3.109 -0.055 0.1215 0.0946 0.1205 -0.35
C 2.608 4.838 1.035 1.0027 -1.2126 0.3401 0.80
C 3.167 5.643 2.056 0.2009 0.1226 0.1929 -0.39
C 3.567 6.924 1.757 -0.0305 0.0001 0.1211 -0.88
C 3.509 7.387 0.436 -0.0994 -0.1969 0.0031 -0.37
C 2.983 6.584 -0.582 -0.0753 0.0178 0.0130 -0.86
C 2.571 5.303 -0.302 0.0987 -0.0663 -0.2889 -0.39
H 2.309 0.153 5.012 0.0085 -0.0219 0.0130 0.60
H 3.320 -1.727 6.240 -0.0159 0.0138 0.0056 0.48
H 3.882 -3.825 5.065 0.0182 0.0127 0.0227 0.49
H 3.563 -4.015 2.623 0.0316 0.0057 0.0025 0.60
H 0.280 -3.414 1.119 -0.0780 -0.1007 0.0221 0.23
H -0.579 -5.707 0.689 0.0062 -0.0210 0.0266 0.49
H 0.841 -7.344 -0.502 0.0174 -0.0211 0.0230 0.46
H 3.100 -6.710 -1.259 0.0061 -0.0015 -0.0018 0.47
H 3.971 -4.447 -0.830 0.0030 -0.0019 0.0171 0.47
H 3.755 -1.840 -2.022 0.0378 -0.0339 -0.0526 0.56
H 6.050 -1.573 -2.915 -0.0152 -0.0101 -0.0105 0.47
H 7.960 -1.388 -1.359 0.0151 -0.0919 -0.0161 0.44
H 7.602 -1.554 1.076 0.0128 0.0499 -0.0117 0.46
H 5.336 -1.792 1.985 0.0237 -0.0040 0.0237 0.38
H -0.215 0.262 4.407 0.0203 0.0061 0.0582 0.73
H -1.145 2.122 5.763 0.0088 -0.0108 0.0140 0.54
H -0.579 4.462 5.205 0.0055 0.0139 -0.0123 0.49
H 0.866 4.966 3.276 0.0426 0.0140 0.0372 0.61
H 2.577 1.501 -1.087 -0.0384 -0.1732 -0.0438 0.58
H 0.986 0.658 -2.788 -0.0265 -0.0625 0.0478 0.71
H -1.392 1.394 -2.734 0.0496 -0.0207 -0.0437 0.55
H -2.111 3.068 -1.072 -0.0186 -0.0356 0.0458 0.60
H -0.554 3.825 0.691 -0.0842 -0.0043 -0.0278 0.54
H 3.283 5.266 3.065 0.0083 -0.0252 -0.0045 0.59
H 3.959 7.560 2.539 0.0318 0.0042 -0.0216 0.45
H 3.903 8.367 0.196 -0.0552 0.0285 0.0140 0.45
H 2.921 6.954 -1.596 0.0296 0.0308 0.0095 0.46
H 2.205 4.666 -1.096 0.0177 0.0102 -0.0067 0.45
S -0.152 -1.982 -1.868 1.3268 0.3472 0.6269 -0.50
C -1.803 -1.669 -1.669 -0.4568 0.0343 -0.5710 0.13
N -2.662 -1.779 -2.659 0.4439 -0.1277 0.6785 0.37
C -4.096 -1.714 -2.366 -0.4431 0.1081 0.1612 -0.39
C -4.361 -2.356 -1.025 -0.0602 -0.1256 -0.3680 -1.01
N -3.547 -1.692 -0.007 0.6214 -0.0813 -0.3834 0.63
C -4.151 -1.540 1.319 -0.3146 0.3360 0.4575 -1.51
C -5.183 -0.434 1.348 -0.0270 0.0544 -0.0937 0.65
C -6.513 -0.724 1.626 0.0808 -0.0562 0.0090 -0.33
C -7.446 0.301 1.716 -0.0088 0.1204 -0.0170 -0.71
C -7.053 1.617 1.516 -0.0181 -0.0998 -0.0067 -0.51
C -5.728 1.909 1.215 -0.0270 -0.0008 0.0032 -0.70
C -4.795 0.889 1.136 0.0265 -0.1067 0.0090 0.08
C -2.321 -1.339 -0.311 -0.5715 0.0440 0.6259 -0.17
S -1.310 -0.546 0.793 0.1203 0.3193 -0.3217 -0.32
C -2.266 -2.065 -4.048 0.0671 0.0507 -0.6482 -1.49
C -2.689 -0.996 -5.029 -0.1243 0.0951 0.0019 0.61
C -3.944 -1.039 -5.634 0.0289 -0.0461 0.0883 -0.24
C -4.290 -0.120 -6.611 0.0204 0.1035 -0.0418 -0.78
C -3.371 0.839 -7.019 0.0219 -0.0896 0.1405 -0.49
C -2.121 0.894 -6.416 -0.0227 0.0607 -0.0591 -0.93
C -1.786 -0.010 -5.419 0.0244 -0.0120 0.0414 -0.01
H -4.639 -2.251 -3.139 0.0959 -0.0034 -0.0427 0.45
H -4.432 -0.674 -2.385 0.0353 -0.0158 -0.0137 0.24
H -4.105 -3.420 -1.046 -0.0640 0.0160 0.0540 0.31
H -5.413 -2.256 -0.761 0.0321 0.0892 0.0559 0.52
H -3.362 -1.331 2.038 0.0610 -0.1476 -0.0544 0.46
H -4.625 -2.488 1.577 0.1126 -0.0544 -0.0782 0.54
H -6.824 -1.748 1.798 -0.0065 -0.0141 0.0097 0.41
H -8.476 0.072 1.949 -0.0066 -0.0037 -0.0009 0.42
H -7.779 2.415 1.599 -0.0089 0.0078 -0.0231 0.43
H -5.428 2.937 1.055 0.0054 0.0051 0.0072 0.42
H -3.752 1.114 0.934 0.0030 0.0482 -0.0175 0.25
H -2.722 -3.015 -4.338 0.0402 -0.0511 0.2127 0.52
H -1.187 -2.181 -4.076 -0.0328 -0.0716 0.0118 0.68
H -4.653 -1.815 -5.367 0.0026 -0.0394 -0.0566 0.41
H -5.266 -0.164 -7.074 0.0022 -0.0425 -0.0244 0.42
H -3.620 1.525 -7.817 -0.0140 0.0287 0.0124 0.43
H -1.393 1.621 -6.751 -0.0047 0.0238 0.0189 0.42
H -0.790 0.023 -4.988 0.0232 -0.0758 0.0042 0.50